1.
14
Properties=species:S:1:pos:R:3:forces:R:3 method="wB97M-V/def2-TZVPD" multiplicity=1 total_energy_ha=-273.77461 total_charge=0 relative_energy_kj_mol=610.21 homo_ev=-8.82
B -0.813569 1.421818 0.100360 1.46 -1.58 -1.81
C 1.350433 -0.063540 -0.003939 0.16 -0.99 0.18
C -1.055525 -1.178469 0.014380 -0.17 4.36 -1.68
C 0.143245 0.361591 -0.673825 -3.61 1.42 2.01
N 0.809927 -0.989289 1.055654 2.06 1.14 0.80
O -0.067527 -1.889635 0.458549 1.68 -2.09 0.65
H -1.754012 1.882491 -0.533800 0.39 -0.14 0.80
H -0.440171 1.591546 1.236943 -0.65 0.25 -0.28
H 2.040085 -0.476136 -0.795119 -0.23 -0.19 1.21
H 1.840182 0.728371 0.560468 0.15 -0.03 0.05
H -1.778931 -0.705629 0.681399 0.25 -0.25 0.40
H -1.480403 -1.559023 -0.857683 -0.79 -0.79 -1.29
H 0.325059 0.311114 -1.702392 -0.89 0.01 -1.75
H 1.625540 -1.508446 1.308443 0.20 -1.11 0.69



2.
14
Properties=species:S:1:pos:R:3:forces:R:3 method="wB97M-V/def2-TZVPD" multiplicity=1 total_energy_ha=-266.48200 total_charge=0 relative_energy_kj_mol=630.14 homo_ev=-7.87
C 0.838501 -0.560927 -1.238506 0.12 -0.22 -0.59
C -0.626221 -0.767244 -0.900581 -2.39 1.22 -0.16
C 0.141771 0.339020 -0.295428 -0.09 -0.03 5.17
C 0.319860 0.147549 1.932221 -0.28 0.66 -4.22
N -1.606549 0.347620 -1.342934 0.31 -1.17 -0.19
N -0.664925 1.356363 -0.869261 0.17 0.04 -1.74
H 1.408705 -1.327957 -0.670060 -0.03 0.63 -1.00
H 1.121197 -0.199792 -2.276407 -0.03 -0.61 1.53
H -1.143700 -1.562362 -0.353195 0.75 -0.05 -0.55
H -0.302624 -0.634762 2.300304 -0.29 -0.69 -0.23
H 0.010561 1.107118 2.276661 0.28 0.66 0.18
H 1.333787 -0.051397 1.701978 0.94 -0.08 0.86
H -1.755739 0.425485 -2.355358 0.38 -0.03 0.23
H -1.122793 2.109512 -0.386237 0.16 -0.33 0.71



3.
10
Properties=species:S:1:pos:R:3:forces:R:3 method="wB97M-V/def2-TZVPD" multiplicity=1 total_energy_ha=-301.29620 total_charge=0 relative_energy_kj_mol=501.56 smiles=Nc1cnoc1 homo_ev=-8.55
N -1.058380 -1.111337 0.539393 1.11 -0.46 -0.54
C -0.385077 0.009230 0.134223 0.90 0.60 -0.33
C 0.718031 -0.435629 -0.667922 0.75 1.86 -0.96
N 1.736502 0.380507 -0.581702 -0.29 0.30 -0.84
O 1.255236 1.447585 0.083868 0.38 0.92 0.30
C -0.053690 1.279819 0.447351 0.18 -0.06 0.46
H -0.173666 -1.696547 0.047877 -4.64 -0.80 1.83
H -2.083058 -1.050135 0.665011 1.04 -1.12 -0.59
H 0.534249 -0.960557 -1.604301 0.57 -0.94 0.56
H -0.490148 2.137064 0.936203 0.01 -0.28 0.11



4.
11
Properties=species:S:1:pos:R:3:forces:R:3 method="wB97M-V/def2-TZVPD" multiplicity=1 total_energy_ha=-964.66855 total_charge=0 relative_energy_kj_mol=218.78 homo_ev=-8.75
C 1.070956 -0.192621 -1.763270 -1.87 -2.28 1.73
C -0.021490 0.248256 1.738864 1.18 -0.72 -1.04
Si -0.961941 0.109018 0.108289 1.68 0.28 -1.25
I -2.161698 -2.011206 -0.038873 -0.04 0.18 -0.08
I -2.548404 2.089769 -0.063700 0.73 -0.89 -0.09
H 1.339153 0.685191 -2.280946 -0.56 1.04 -0.86
H 1.998690 -0.526964 -1.277899 -0.62 -0.09 0.48
H 0.583164 -1.074693 -2.295939 0.65 1.63 0.44
H 0.254392 -0.789598 2.069767 -0.63 0.90 0.00
H 0.971904 0.598904 1.291066 -1.24 0.31 1.19
H -0.524721 0.863948 2.512643 0.72 -0.35 -0.52



5.
7
Properties=species:S:1:pos:R:3:forces:R:3 method="wB97M-V/def2-TZVPD" multiplicity=1 total_energy_ha=-530.85348 total_charge=0 relative_energy_kj_mol=213.25 smiles="[H]/N=C/C=S" homo_ev=-9.28
H 0.748574 2.067080 -0.610004 3.95 2.51 -0.35
N -0.025536 1.544585 -0.574120 -3.83 -7.25 1.35
C 0.329667 0.303367 -0.215052 -1.52 1.85 0.66
C -0.504921 -0.901943 0.305143 -1.72 -0.15 -1.19
S -0.309701 -2.541918 0.631768 0.62 3.22 -0.67
H 1.293760 0.072400 0.077765 2.66 0.00 -0.10
H -1.531843 -0.543571 0.384501 -0.16 -0.18 0.31



6.
83
Properties=species:S:1:pos:R:3:forces:R:3 method="wB97M-V/def2-TZVPD" multiplicity=2 total_energy_ha=-4539.20682 total_charge=+1 s2=0.754 relative_energy_kj_mol=430.30 homo_ev="-9.11 / -9.14"
Ir -0.175873 -0.830473 1.569540 -0.51 0.41 -2.03
O 1.211030 -1.372619 3.282931 0.13 0.33 0.55
N 2.309255 -2.039562 2.962013 -0.07 0.18 0.09
C 3.301535 -2.134706 3.865797 0.19 -0.06 -0.05
C 4.361718 -2.994958 3.620466 0.15 0.10 0.31
C 4.527675 -3.514532 2.363608 -0.12 0.32 -0.68
C 3.688619 -3.019206 1.298921 -1.32 -2.94 2.13
C 2.368533 -2.676708 1.781658 0.44 -0.43 -0.22
S 0.969168 -2.879910 0.849989 -0.61 1.16 0.58
H 3.145725 -1.593325 4.784969 -0.08 -0.01 0.00
H 5.024949 -3.240996 4.437778 0.06 0.06 -0.05
H 5.329589 -4.200903 2.126608 0.08 0.07 0.06
H 3.619105 -3.690607 0.450517 0.24 0.45 -0.40
N -1.342277 -0.989867 3.531566 0.72 -0.17 -0.88
C -2.592862 -0.303733 3.626643 -0.22 -0.02 -0.08
C -3.778792 -1.000756 3.449280 0.04 -0.09 -0.02
C -4.991110 -0.326182 3.462192 -0.02 0.03 0.07
C -5.024274 1.047145 3.655545 0.03 -0.01 -0.05
C -3.834605 1.738590 3.850928 -0.03 -0.03 0.11
C -2.623815 1.065951 3.851792 0.09 0.02 0.04
H -0.618757 -0.563778 4.102212 -0.05 -0.18 0.22
H -1.414848 -1.973954 3.759080 0.05 0.02 0.12
H -3.755181 -2.075077 3.302099 0.00 0.01 -0.04
H -5.913831 -0.877830 3.339023 0.01 -0.02 -0.02
H -5.969888 1.572461 3.673384 0.00 0.00 -0.01
H -3.851919 2.806816 4.027187 0.01 0.00 0.01
H -1.696373 1.602667 4.008733 -0.02 0.01 -0.03
O 0.186949 -0.095837 -0.487001 -0.05 -0.35 1.10
As 1.243059 -0.279337 -1.767228 0.04 -0.19 -0.35
C 3.013993 -0.762277 -1.237220 -0.13 -0.02 -0.15
C 3.924601 -1.290517 -2.147324 -0.08 0.11 0.00
C 5.165293 -1.704472 -1.663132 0.07 -0.21 -0.13
C 5.404959 -1.772381 -0.313931 -0.28 -0.16 0.55
C 4.383166 -1.465276 0.665901 1.27 3.07 -2.14
C 3.289374 -0.718407 0.105451 0.06 -0.23 0.40
C 1.228440 1.341878 -2.781205 -0.08 0.01 0.09
C 0.082592 1.629198 -3.519721 0.06 -0.01 0.04
C 0.004150 2.819957 -4.223666 0.01 -0.02 0.02
C 1.068211 3.714152 -4.189428 -0.02 0.00 0.01
C 2.203342 3.430595 -3.443261 -0.02 0.02 -0.02
C 2.286255 2.240417 -2.734096 0.05 -0.10 0.04
C 0.623916 -1.650242 -2.955565 -0.08 -0.01 0.03
C -0.225564 -2.632675 -2.460416 0.05 0.07 0.04
C -0.619975 -3.677808 -3.283132 0.03 0.02 0.02
C -0.170434 -3.732569 -4.595270 -0.04 0.02 0.00
C 0.658559 -2.736695 -5.095999 0.03 -0.02 0.00
C 1.056811 -1.690872 -4.277961 0.03 0.05 0.07
H 3.691107 -1.346815 -3.202248 0.07 0.01 -0.02
H 5.942947 -1.975512 -2.365799 0.00 -0.08 0.04
H 6.357480 -2.130727 0.059278 0.04 0.01 -0.11
H 4.797346 -0.981479 1.551224 -0.36 -0.69 0.54
H 2.594837 -0.229811 0.781417 -0.06 -0.03 -0.03
H -0.732357 0.914920 -3.543534 -0.04 0.04 -0.05
H -0.882073 3.049722 -4.800336 0.02 0.00 -0.02
H 1.011795 4.636413 -4.752809 0.00 0.01 0.02
H 3.021956 4.137080 -3.413733 0.02 -0.02 -0.01
H 3.172070 2.005146 -2.155365 0.01 0.03 0.00
H -0.562593 -2.570185 -1.433696 -0.06 -0.05 -0.02
H -1.266438 -4.453213 -2.893804 -0.02 0.01 -0.03
H -0.475617 -4.549492 -5.235970 0.01 0.00 0.01
H 1.001603 -2.780322 -6.121102 -0.02 0.01 0.00
H 1.694463 -0.904871 -4.667172 0.00 -0.02 -0.05
C -3.099369 -0.306020 0.103034 -0.03 0.07 -0.01
N -2.924062 1.133735 0.131400 -0.04 -0.05 0.11
C -3.975751 1.895854 -0.535509 0.08 0.12 0.00
C -4.166156 3.228390 0.155898 0.08 -0.05 -0.02
C -2.835614 3.946579 0.141321 -0.03 -0.08 -0.05
N -1.809734 3.089426 0.718315 0.06 0.04 0.13
C -0.664669 3.760266 1.311836 0.00 -0.10 -0.01
C -1.913683 1.738860 0.797463 -0.17 -0.01 -0.20
O -1.071627 1.129208 1.494022 0.43 -0.45 0.55
H -3.961919 -0.600156 0.704957 0.00 0.01 -0.05
H -2.216912 -0.808541 0.492869 -0.03 -0.08 -0.02
H -3.244770 -0.633091 -0.928212 0.00 0.01 -0.01
H -4.890624 1.305241 -0.494275 0.02 -0.04 -0.01
H -3.716423 2.053035 -1.588585 -0.05 -0.07 -0.02
H -4.474706 3.052927 1.189468 -0.08 0.05 -0.03
H -4.927718 3.819820 -0.350065 -0.01 0.00 0.01
H -2.883348 4.863472 0.730285 0.04 0.00 0.01
H -2.561178 4.217423 -0.884257 0.01 0.07 0.02
H -0.938629 4.258418 2.245363 -0.01 0.03 -0.01
H -0.279584 4.503844 0.612802 -0.03 0.02 0.00
H 0.109755 3.029676 1.515265 0.04 0.03 0.01



Please write out number 5 again, unchanged.
7
Properties=species:S:1:pos:R:3:forces:R:3 method="wB97M-V/def2-TZVPD" multiplicity=1 total_energy_ha=-530.85348 total_charge=0 relative_energy_kj_mol=213.25 smiles="[H]/N=C/C=S" homo_ev=-9.28
H 0.748574 2.067080 -0.610004 3.95 2.51 -0.35
N -0.025536 1.544585 -0.574120 -3.83 -7.25 1.35
C 0.329667 0.303367 -0.215052 -1.52 1.85 0.66
C -0.504921 -0.901943 0.305143 -1.72 -0.15 -1.19
S -0.309701 -2.541918 0.631768 0.62 3.22 -0.67
H 1.293760 0.072400 0.077765 2.66 0.00 -0.10
H -1.531843 -0.543571 0.384501 -0.16 -0.18 0.31